DFT (the ωB97M-V functional and the def2-TZVPD basis) results for a structure of composition C20H35F2GeN4O3RbS.

The net charge is -1. As for the multiplicity: 2. The calculation puts the HOMO-LUMO gap (alpha / beta) at 6.26 / 6.70 eV. The HOMO energy (alpha / beta) comes out at -0.145 / -0.167 Ha. Its LUMO energy (alpha / beta) is 2.324 / 2.152 eV. Its expectation value of S² is 0.77.

Last column: Mulliken spin population.
Positions of all 67 atoms, in Å:
Rb -0.26993 -0.80037 0.04739  -0.012
N -4.12697 -3.79434 2.05726  0.005
C -3.27145 -3.29365 1.08985  -0.004
S -1.58869 -3.55638 1.31446  0.012
N -3.88978 -2.67851 0.11254  0.015
N -3.04610 -2.10299 -0.86772  0.161
C -3.52614 -0.91454 -1.35164  0.361
C -2.95200 -0.05490 -2.30695  -0.017
C -3.72225 1.04059 -2.78308  0.141
C -3.19025 1.88412 -3.72433  -0.043
C -1.89577 1.65316 -4.19583  0.179
C -1.19825 0.57988 -3.65902  -0.075
N -1.68061 -0.24869 -2.74609  0.161
H -3.72910 -4.54963 2.58962  0.000
H -5.07742 -3.92989 1.74810  -0.001
H -4.45110 -0.62226 -0.87418  0.053
H -4.72490 1.18843 -2.40263  0.001
H -3.77012 2.72006 -4.09658  -0.001
H -1.43489 2.29477 -4.93367  0.014
H -0.17521 0.39070 -3.97077  0.004
C 1.96974 -2.22100 3.48482  0.000
C 1.58451 -0.75689 3.26001  0.000
C 2.47659 0.13690 4.12716  0.000
C 0.11472 -0.55015 3.63761  0.001
O 1.75715 -0.50088 1.88269  -0.001
Ge 2.20952 1.16277 1.11543  0.000
O 2.03815 0.42638 -0.62496  0.000
C 3.06341 -0.26372 -1.29979  0.001
C 3.07533 -1.73720 -0.88157  0.000
C 4.44498 0.34989 -1.03834  0.000
C 2.75390 -0.16033 -2.79626  -0.001
O 0.38557 1.67589 1.09118  -0.001
C -0.11248 2.88055 0.56084  0.000
C -1.48556 3.10861 1.19927  -0.002
C -0.27832 2.76837 -0.95834  0.004
C 0.79473 4.07212 0.88890  0.000
H 1.82926 -2.51784 4.52721  0.000
H 3.01729 -2.36994 3.21280  0.000
H 1.34847 -2.86012 2.85478  0.000
H 2.40127 -0.15408 5.17746  0.000
H 2.17981 1.18449 4.03619  0.000
H 3.51805 0.05007 3.81029  0.000
H -0.03993 -0.69566 4.71074  0.000
H -0.51367 -1.27229 3.11009  -0.001
H -0.19760 0.46054 3.36833  0.000
H 3.17183 -1.82063 0.20133  0.000
H 3.90708 -2.26705 -1.35614  0.000
H 2.15661 -2.24652 -1.18866  0.000
H 4.73310 0.22807 0.00751  0.000
H 4.42558 1.41855 -1.26185  0.000
H 5.20081 -0.12874 -1.66563  0.000
H 1.77306 -0.59827 -2.99444  0.000
H 3.49943 -0.68608 -3.39834  0.000
H 2.73370 0.88973 -3.09591  0.000
H -2.13478 2.25670 0.98453  0.003
H -1.96005 4.01425 0.81237  0.000
H -1.38072 3.19765 2.28223  0.000
H -1.01224 1.99566 -1.20023  0.002
H 0.66986 2.49051 -1.42079  -0.001
H -0.63198 3.71120 -1.38464  -0.003
H 0.97895 4.12010 1.96401  0.000
H 0.32424 5.00540 0.56930  0.000
H 1.75824 3.97660 0.38442  0.000
F -1.05171 -2.82488 -1.77895  0.004
C -2.38619 -3.06308 -1.69673  0.030
F -2.84751 -3.03703 -2.98295  0.008
H -2.54122 -4.05413 -1.28370  0.000

Cartesian forces (eV/Å) of the 6 atoms listed first:
-0.5 -0.3 -0.1
0.0 -0.1 0.0
0.1 0.1 -0.2
0.0 -0.1 0.2
-0.3 -0.1 0.2
0.0 0.0 -0.2

DFT (the ωB97M-V functional and the def2-TZVPD basis) results for a structure of composition C45H31AsN7O2S5W.

The net charge is -1. As for the multiplicity: 3. The calculation puts the HOMO-LUMO gap (alpha / beta) at 6.04 / 6.08 eV. The HOMO energy (alpha / beta) comes out at -0.164 / -0.175 Ha. Its LUMO energy (alpha / beta) is 1.569 / 1.330 eV. Its expectation value of S² is 2.03.

Last column: Mulliken spin population.
Positions of all 92 atoms, in Å:
W -1.74326 0.35874 -0.66177  1.716
S 0.65574 -0.37806 -1.34627  0.019
C -2.41966 -0.77406 -2.36827  -0.063
S -3.38936 0.32574 -3.21067  0.056
C -2.13326 -2.05326 -2.86147  0.021
C -1.17666 -2.77706 -2.16507  0.005
N -0.29506 -3.28366 -1.59817  0.014
C -2.67776 -2.64146 -4.01067  -0.014
N -3.12196 -3.16966 -4.93137  0.010
O -0.96866 3.65334 1.79473  0.000
C 0.17994 4.19504 1.31353  -0.002
C 0.95344 5.04094 2.09593  0.001
C 2.10594 5.61414 1.58853  -0.001
C 2.49894 5.34154 0.28723  0.001
C 1.74494 4.48984 -0.49587  0.000
C 0.57754 3.91084 -0.00507  -0.006
C -0.17056 2.94394 -0.81527  0.011
O -1.01616 2.17084 -0.23807  0.010
N 0.09384 2.83444 -2.09717  0.040
N -0.60316 1.81604 -2.68337  0.004
C -0.10206 1.41294 -3.78827  0.021
S 1.40264 2.14494 -4.37507  0.007
C 1.53374 1.04464 -5.83197  0.000
C 0.89744 -0.27126 -5.45777  0.002
S -0.74956 0.13314 -4.77007  0.010
H -1.09406 3.91284 2.71563  0.000
H 0.63364 5.25084 3.10993  0.000
H 2.68794 6.27304 2.21703  0.000
H 3.39584 5.79164 -0.11247  0.000
H 2.04174 4.24104 -1.50247  0.000
H 2.59164 0.94504 -6.07127  0.000
H 0.99974 1.51754 -6.65897  0.000
H 1.46324 -0.79196 -4.68247  0.000
H 0.74744 -0.92416 -6.31527  0.000
S -2.53986 -1.98236 0.30223  -0.045
C -1.42476 -2.80196 1.36063  0.003
C -2.02456 -3.52386 2.40523  0.008
C -1.31136 -4.39106 3.19763  -0.001
C 0.04074 -4.59616 2.95593  0.003
C 0.65624 -3.87076 1.95623  -0.008
C -0.03956 -2.93926 1.18763  0.004
As 1.11934 -1.97356 -0.03857  0.029
C 2.39194 -3.19366 -0.89237  0.000
C 3.45674 -2.60696 -1.56597  0.001
C 4.40584 -3.39666 -2.19247  -0.001
C 4.30544 -4.77716 -2.13287  0.000
C 3.23654 -5.36496 -1.47487  0.000
C 2.27104 -4.57646 -0.86937  0.002
C 2.50384 -1.12226 1.13793  0.006
C 3.07544 0.06154 0.67593  0.003
C 3.99654 0.76634 1.42803  0.001
C 4.38604 0.28424 2.66523  0.000
C 3.85004 -0.90266 3.12993  0.000
C 2.91614 -1.59796 2.37613  -0.002
H -3.08606 -3.38826 2.54673  0.002
H -1.80886 -4.92986 3.98993  0.000
H 0.60584 -5.31436 3.53113  0.000
H 1.70454 -4.04036 1.73003  -0.001
H 3.51744 -1.52306 -1.60837  0.002
H 5.21894 -2.93886 -2.73787  0.000
H 5.05644 -5.39136 -2.60947  0.000
H 3.15194 -6.44316 -1.44427  0.000
H 1.40424 -5.02286 -0.39707  0.000
H 2.75884 0.46944 -0.27757  -0.001
H 4.39414 1.69794 1.05023  0.000
H 5.08574 0.84144 3.27073  0.000
H 4.14624 -1.28836 4.09613  0.000
H 2.49764 -2.50516 2.78563  0.000
N -5.29606 5.59154 -0.80417  -0.007
C -5.22166 4.44954 -0.71257  0.003
C -5.12736 3.04764 -0.61547  -0.008
C -6.25866 2.22544 -0.77817  0.041
C -6.05276 0.85824 -0.65367  -0.023
C -4.79386 0.36144 -0.41487  0.047
N -3.67796 1.14734 -0.32277  0.044
C -3.88916 2.47924 -0.37187  0.034
H -7.22376 2.64654 -1.00567  0.003
H -6.87106 0.16704 -0.76587  -0.001
H -4.62806 -0.70626 -0.30567  0.004
H -3.01806 3.11314 -0.23327  0.007
N -0.66226 1.38224 6.74003  0.003
C -0.81066 1.13204 5.62823  -0.001
C -0.99476 0.85774 4.26143  0.005
C 0.09464 0.77214 3.39423  -0.004
C -0.12116 0.54044 2.05043  0.039
C -1.39556 0.35594 1.49833  -0.119
C -2.46496 0.41834 2.40913  0.055
C -2.28256 0.67864 3.74963  0.001
H 1.09954 0.90664 3.77203  -0.001
H 0.74914 0.54504 1.39833  0.002
H -3.48336 0.25884 2.06383  0.006
H -3.13296 0.75494 4.41233  0.000

Cartesian forces (eV/Å) of the 6 atoms listed first:
1.1 -1.7 -0.4
-0.7 0.3 0.0
-0.6 -0.4 -0.4
0.0 -0.1 0.2
-0.3 1.1 0.8
1.4 -1.0 0.6